(1)
This record from the Open Molecules 2025 dataset describes a molecular structure, C4H9NO4Rb in a non-equilibrium geometry. The level of theory is ωB97M-V/def2-TZVPD.

Geometry as XYZ:
```
19
Properties=species:S:1:pos:R:3:forces:R:3:mulliken_charge:R:1
Rb -0.95240 8.37000 12.57285 0.2 -0.8 0.0 0.97
C 3.50368 11.80097 10.60669 0.5 -0.2 -0.7 -1.10
C 2.12386 11.97001 10.03923 1.8 4.6 -0.8 0.63
O 1.86590 12.93611 9.30696 -0.7 -4.6 2.4 -0.43
N 1.03407 11.20746 10.80354 -1.5 0.7 -0.5 -0.17
H 1.24480 10.61053 11.59054 1.5 -0.9 -0.4 0.34
H 0.62001 11.97717 11.30970 -0.7 0.7 0.0 0.38
C -0.01350 10.57987 9.88524 0.8 1.1 0.2 -0.53
H 3.95130 10.84969 10.31894 -0.1 -0.2 0.2 0.36
H 3.58524 11.94568 11.68396 -0.5 -0.4 0.2 0.37
H 4.12387 12.59938 10.19924 -0.2 -0.1 -0.3 0.34
H 0.59293 9.96766 9.21775 -0.7 -0.5 0.0 0.38
H -0.45859 11.45658 9.41472 -0.1 -0.4 -0.4 0.37
H -0.75213 10.07570 10.50841 0.3 -0.1 -0.5 -0.01
O 1.61192 7.21307 12.23557 -1.1 0.7 0.8 -0.47
C 2.11463 7.20974 10.95815 -0.1 0.6 -4.1 0.64
O 1.50256 7.66312 9.96287 -3.1 1.7 1.2 -0.72
O 3.20952 6.75892 10.81256 3.4 -1.6 1.6 -0.63
H 2.44045 6.91691 12.61954 0.2 -0.4 1.1 0.28
```
Forces are in eV/Å.

Output
Energy relative to the best compared isomer or geometry (same formula, charge and spin): 25.5 kcal/mol
Gap between HOMO and LUMO: 5.95 eV
Calculated total energy: -537.32941 hartree
Charge: +1
Lowest unoccupied orbital energy: -4.8 eV

(2)
This record from the Open Molecules 2025 dataset describes a single C3H3FOS molecule in a non-equilibrium geometry. The level of theory is ωB97M-V/def2-TZVPD.

Geometry as XYZ:
```
9
Properties=species:S:1:pos:R:3:forces:R:3:mulliken_charge:R:1
C 0.70701 -1.41162 -0.00706 -0.4 2.3 0.4 -0.75
C 0.40624 -0.06622 0.04486 -1.3 -3.0 -0.8 0.68
F 1.37692 0.84944 -0.04675 0.8 0.2 0.3 -0.28
C -0.95678 0.59751 0.01709 -0.4 -0.7 0.0 0.13
O -0.90284 1.94195 0.00875 -1.6 -1.2 0.0 -0.46
S -2.38168 -0.23655 -0.01886 1.3 0.7 0.1 -0.27
H -0.00890 -2.25231 -0.05273 0.3 1.1 0.2 0.29
H 1.76617 -1.64700 0.06911 -0.2 -0.1 -0.2 0.27
H -0.00614 2.22480 -0.01440 1.5 0.5 0.0 0.39
```
Forces are in eV/Å.

Output
Energy relative to the best compared isomer or geometry (same formula, charge and spin): 12.3 kcal/mol
Gap between HOMO and LUMO: 8.42 eV
Calculated total energy: -689.36237 hartree
Charge: 0
Lowest unoccupied orbital energy: -0.7 eV